1.
C10H29N5O2PbSi as an isolated structure. Source: the OMol25 dataset; level of theory: ωB97M-V/def2-TZVPD.

As for the max |F|: 0.17 eV/A. For the energy above the lowest of the compared OMol25 structures with the same formula, charge and spin, the calculation gives 11.0 kJ/mol. As for the net charge: +2. The highest occupied orbital energy (spin up / spin down) is -14.82 / -13.73 eV. The spin multiplicity is 1. For the gap between HOMO and LUMO (spin up / spin down), the calculation gives 8.83 / 5.86 eV.

Geometry (Å):
1 Pb 0.013764 0.187889 -0.315718
2 N 1.832973 -0.074750 -2.656041
3 C 2.737780 -0.960087 -1.955582
4 C 2.792023 -1.111691 0.504628
5 N 1.942432 -0.292354 1.383707
6 C 1.449580 -1.057044 2.551635
7 C 0.471506 -2.134448 2.137853
8 N -0.720572 -1.503068 1.530664
9 C 2.627547 0.949630 1.801557
10 C 2.686318 1.961068 0.675424
11 N 1.311692 2.327503 0.273536
12 H 1.290704 -0.574612 -3.353498
13 H 2.332650 0.654279 -3.152916
14 H 3.668135 -0.436006 -1.734831
15 H 2.960870 -1.880898 -2.492936
16 H 3.733830 -0.595073 0.312104
17 H 3.009512 -2.075596 0.966752
18 H 0.947655 -0.354773 3.220690
19 H 2.285770 -1.488671 3.109383
20 H 0.210833 -2.735066 3.010958
21 H 0.908599 -2.811032 1.404839
22 H -1.273054 -1.068689 2.266731
23 H -1.322193 -2.217950 1.128210
24 H 3.635595 0.732803 2.166503
25 H 2.074429 1.376027 2.640516
26 H 3.197815 1.550041 -0.197588
27 H 3.260176 2.830469 1.000212
28 H 1.338058 2.955339 -0.526405
29 H 0.881874 2.863951 1.024736
30 O 1.678978 -4.786751 -1.554664
31 N 1.391927 -4.347597 -0.544092
32 O 2.097219 -1.323770 -0.715380
33 C -3.495427 -0.886586 -0.650800
34 Si -3.410796 0.972077 -0.852187
35 C -2.795090 1.445478 -2.549659
36 C -5.020387 1.797885 -0.414466
37 C -2.157706 1.611409 0.414332
38 H -4.260069 -1.289969 -1.318292
39 H -3.779109 -1.169202 0.365281
40 H -2.564240 -1.400479 -0.912796
41 H -3.494615 1.083815 -3.306305
42 H -1.818872 1.014190 -2.793620
43 H -2.727233 2.528718 -2.662842
44 H -5.805105 1.470759 -1.100566
45 H -4.938972 2.882506 -0.493055
46 H -5.336084 1.546603 0.598571
47 H -2.158153 1.242025 1.439831
48 H -1.692569 2.591702 0.325586

Forces on atoms 1 to 3 (eV/Å):
0.0 0.0 0.0
0.0 -0.1 -0.1
0.0 0.1 0.1

Atomic partial charges in e from the natural (NBO) method, atoms 1 to 8: number 1, Pb, carries 1.519; number 2, N, carries -0.868; number 3, C, carries 0.086; number 4, C, carries 0.081; number 5, N, carries -0.529; number 6, C, carries -0.235; number 7, C, carries -0.254; number 8, N, carries -0.901

2.
One molecule with the formula C6H9N. Source: the OMol25 dataset; level of theory: ωB97M-V/def2-TZVPD.

As for the max |F|: 0.82 eV/A. For the energy above the lowest of the compared OMol25 structures with the same formula, charge and spin, the calculation gives 502.3 kJ/mol. The highest occupied orbital energy is -9.61 eV. The spin multiplicity is 1. For the gap between HOMO and LUMO, the calculation gives 9.66 eV.

Geometry (Å):
1 C -0.304146 1.048808 -1.907248
2 C 0.524761 1.429772 -0.710150
3 C 0.979211 2.596394 -0.341468
4 C 0.986671 0.373072 0.295523
5 N -0.131923 -0.140617 1.063395
6 C 0.086373 -1.418082 1.714136
7 C -0.812974 -1.308389 0.539080
8 H 0.238057 0.318684 -2.519377
9 H -0.533600 1.915412 -2.533671
10 H -1.247036 0.584946 -1.597661
11 H 1.521677 -0.414877 -0.271202
12 H 1.717017 0.784620 1.004759
13 H -0.315601 -1.508284 2.720533
14 H 1.039210 -1.922840 1.542066
15 H -0.447850 -1.744545 -0.393486
16 H -1.892112 -1.310458 0.667303

Forces on atoms 1 to 3 (eV/Å):
-0.1 0.0 -0.1
0.2 0.5 0.2
-0.3 -0.7 -0.2

Atomic partial charges in e from the natural (NBO) method, atoms 1 to 8: number 1, C, carries -0.616; number 2, C, carries -0.376; number 3, C, carries 0.247; number 4, C, carries -0.218; number 5, N, carries -0.397; number 6, C, carries -0.257; number 7, C, carries -0.266; number 8, H, carries 0.220

3.
A 13-piece molecular cluster, C22H54F4N2O12 overall. Source: the OMol25 dataset; level of theory: ωB97M-V/def2-TZVPD.

As for the max |F|: 0.48 eV/A. The highest occupied orbital energy is -9.88 eV. The spin multiplicity is 1. For the gap between HOMO and LUMO, the calculation gives 9.05 eV.

Geometry (Å):
1 F -0.339380 -2.613338 -0.488384
2 C -0.061498 -2.392085 -1.798898
3 F -0.748947 -3.305857 -2.531335
4 C 1.452543 -2.557742 -2.074198
5 F 1.732608 -1.751338 -3.151926
6 F 1.673713 -3.841454 -2.490587
7 C 2.392469 -2.235262 -0.941874
8 C 3.611077 -2.947182 -0.853010
9 C 4.498354 -2.653230 0.130505
10 C 4.216107 -1.638351 1.061034
11 N 5.115797 -1.381553 2.053873
12 C 4.776961 -0.446298 2.891856
13 C 3.567179 0.292529 2.778403
14 N 2.700847 0.090340 1.829679
15 C 3.012114 -0.910911 0.954023
16 C 2.100442 -1.239880 -0.059868
17 H -0.395790 -1.392926 -2.079626
18 H 3.832982 -3.729863 -1.562912
19 H 5.429072 -3.194236 0.224378
20 H 5.457153 -0.215865 3.703911
21 H 3.357805 1.075389 3.499310
22 H 1.155482 -0.723840 -0.146076
23 C -3.493357 -1.645153 -0.347925
24 O -4.762271 -1.601383 0.304787
25 H -3.150492 -0.618813 -0.455829
26 H -2.756511 -2.200026 0.234274
27 H -3.585201 -2.091765 -1.340506
28 H -5.077408 -2.505738 0.416577
29 C 8.630656 0.350196 0.764873
30 O 8.552888 -0.906902 1.420382
31 H 9.522581 0.334018 0.143343
32 H 7.761403 0.525151 0.123488
33 H 8.718129 1.175513 1.477831
34 H 7.761646 -0.903934 1.967483
35 C 3.678433 -3.690997 -5.250946
36 O 3.589699 -5.006542 -4.717124
37 H 4.559471 -3.640451 -5.885583
38 H 2.791237 -3.454948 -5.846142
39 H 3.777750 -2.952834 -4.449715
40 H 2.803259 -5.034549 -4.165069
41 C -0.857576 -0.972370 3.347849
42 O -0.804788 -0.397150 2.042200
43 H -1.897769 -0.955247 3.664011
44 H -0.507108 -2.007861 3.338964
45 H -0.258703 -0.391256 4.051541
46 H 0.118343 -0.392645 1.770641
47 C -0.879670 2.753889 4.129486
48 O 0.354077 2.041127 4.262270
49 H -1.151145 3.138587 5.108070
50 H -0.774778 3.590444 3.442595
51 H -1.665205 2.081893 3.772111
52 H 0.580333 1.705795 3.388605
53 C -2.314701 6.370334 2.624092
54 O -1.482050 5.855173 3.651712
55 H -2.956563 5.558157 2.288207
56 H -2.946579 7.186313 2.985179
57 H -1.721933 6.727922 1.777465
58 H -0.902398 6.569380 3.936512
59 C -3.864589 1.850362 1.974955
60 O -5.133384 1.566964 1.399713
61 H -3.856056 2.899933 2.261160
62 H -3.679350 1.239695 2.862613
63 H -3.056293 1.675759 1.257486
64 H -5.121814 0.631725 1.166573
65 C 1.761107 5.825191 2.947603
66 O 1.012625 7.036307 2.848176
67 H 1.115996 5.088385 3.418595
68 H 2.054898 5.458351 1.960832
69 H 2.654369 5.958652 3.562411
70 H 1.568389 7.700313 2.432630
71 C -6.938709 -5.242941 0.674777
72 O -6.567656 -3.936481 0.243710
73 H -6.290026 -5.500861 1.507423
74 H -7.975808 -5.268599 1.015870
75 H -6.801737 -5.979689 -0.119784
76 H -7.130787 -3.686337 -0.493479
77 C -0.184615 2.087890 -1.639600
78 O -0.155405 0.797361 -1.032676
79 H 0.641301 2.127500 -2.345161
80 H -1.120315 2.252059 -2.178034
81 H -0.054471 2.877280 -0.896044
82 H -0.884669 0.749877 -0.403420
83 C 0.591573 -1.657126 -7.339423
84 O 0.144902 -2.809838 -6.634162
85 H 0.466544 -1.845149 -8.402415
86 H -0.001027 -0.780589 -7.063856
87 H 1.648199 -1.454966 -7.140895
88 H 0.257589 -2.635818 -5.695337
89 C -5.643453 1.279633 -2.734348
90 O -4.723020 0.300473 -2.268471
91 H -5.324463 1.573621 -3.731830
92 H -6.658753 0.878803 -2.796182
93 H -5.649992 2.162814 -2.090406
94 H -5.006854 0.032611 -1.386738

Forces on atoms 1 to 3 (eV/Å):
0.0 -0.1 -0.2
-0.2 0.0 -0.1
0.1 0.2 0.1

Atomic partial charges in e from the Löwdin method, atoms 1 to 8: number 1, F, carries 0.080; number 2, C, carries -0.284; number 3, F, carries 0.087; number 4, C, carries -0.384; number 5, F, carries 0.095; number 6, F, carries 0.092; number 7, C, carries -0.099; number 8, C, carries 0.011

4.
One molecule with the formula C3H6INO. Source: the OMol25 dataset; level of theory: ωB97M-V/def2-TZVPD.

As for the max |F|: 7.16 eV/A. For the energy above the lowest of the compared OMol25 structures with the same formula, charge and spin, the calculation gives 130.3 kJ/mol. The highest occupied orbital energy (spin up / spin down) is -5.24 / -9.71 eV. The spin multiplicity is 3. For the gap between HOMO and LUMO (spin up / spin down), the calculation gives 5.98 / 6.16 eV.

Geometry (Å):
1 C 0.019617 0.630744 0.293516
2 C -1.137072 -1.364991 -0.544078
3 C 1.380872 0.905310 1.000370
4 N -0.378657 1.521858 -0.485660
5 O -0.401702 -0.722845 0.519780
6 I 2.813857 -0.307326 -0.007382
7 H -1.114096 -2.378119 -0.312573
8 H -0.662240 -0.993787 -1.552020
9 H -2.253530 -1.054671 -0.566752
10 H 1.280214 0.497317 2.009799
11 H 1.702644 1.842553 0.807538
12 H -1.249912 1.423954 -1.162540

Forces on atoms 1 to 3 (eV/Å):
1.9 -1.3 1.3
-0.8 3.9 -1.4
-6.7 -2.1 1.5

Atomic partial charges in e from the natural (NBO) method, atoms 1 to 8: number 1, C, carries 0.540; number 2, C, carries -0.255; number 3, C, carries -0.781; number 4, N, carries -0.746; number 5, O, carries -0.557; number 6, I, carries 0.411; number 7, H, carries 0.199; number 8, H, carries 0.185